1.
65
Properties=species:S:1:pos:R:3 method="wB97M-V/def2-TZVPD" e_lumo_ev=-1.33 homo_energy_ha=-0.2637 orbital_gap_ev=5.9
H -1.0697 3.8909 0.1312
C -3.1974 -0.8859 -0.4335
N 0.5676 -2.7750 -1.9420
H 1.4020 -0.4453 2.7063
H -0.1695 -1.4918 3.7717
N 0.5306 0.0652 2.5938
H 4.3567 -0.3156 2.4533
H -1.1991 2.2020 2.3105
H -4.0536 -1.0040 -1.1120
H -1.8855 -0.6825 -1.9216
H -1.6678 -2.9026 -6.5628
H -1.2227 -3.0409 1.1193
H 1.8073 1.6901 2.3651
C -2.5043 1.1994 -1.5107
N 5.9459 2.3746 3.8748
N -1.7134 -2.1565 1.0680
S 2.1784 0.5933 -1.9779
C 5.3711 2.0610 2.9300
H -2.0074 -2.6368 3.0957
C 4.8304 3.9363 0.7748
N -2.1107 -0.1521 -1.0791
H 3.4422 2.8407 -1.1699
C 3.3808 -0.0780 0.5682
H -3.5563 -0.3123 0.4261
C 4.1450 0.3851 1.6566
H -1.8593 1.4762 -2.3484
C -1.1455 -2.8824 -5.6165
S 2.8590 -1.7717 0.7467
H 0.7999 -3.3359 -6.4038
C -0.9862 2.8776 -0.2821
H 0.0555 3.4243 2.1738
H -2.6077 -0.2331 3.7387
C -2.3036 -1.8589 2.3865
H -3.3946 -1.9156 2.3117
C 0.1891 -3.1194 -5.5379
N -0.0847 2.0668 0.5439
Sr 0.4169 -0.5647 -0.0897
H -3.5873 -2.8442 0.3350
H 0.7945 1.7968 3.8027
C 4.6321 1.6734 1.7635
H -3.0723 3.0837 -0.6906
C -2.3845 2.2751 -0.4319
C 3.6347 2.1452 -0.3640
C -0.4700 -0.4722 3.5177
C 0.7859 -3.0698 -4.2501
H -0.4572 0.0951 4.4564
N -1.3884 -2.5292 -3.2277
C -1.8827 -2.5815 -4.4342
H -2.9439 -2.3700 -4.5266
C -0.0516 -2.7913 -3.1181
H -2.7297 1.8864 0.5318
Se 2.2892 -3.0222 -2.2572
H -3.5328 1.1812 -1.8954
C -0.1737 2.3691 1.9731
C 0.7995 1.4996 2.7463
H -2.2792 -2.7665 -0.8507
C -2.7204 -2.2556 0.0066
N 5.2008 5.0235 0.8163
N 2.0721 -3.2551 -3.9857
C -1.8996 -0.5054 2.9519
C 3.1139 0.8402 -0.4942
H 0.8697 2.2723 0.2487
C 4.3678 2.5791 0.7234
H -0.5307 2.9737 -1.2703
H -1.9957 0.2462 2.1646

***

2.
60
Properties=species:S:1:pos:R:3 method="wB97M-V/def2-TZVPD" smiles="CCCOc1cccc(C(=O)N(Cc2ccc(OC)c(OC)c2)[C@@H]2CCS(=O)(=O)C2)c1" e_lumo_ev=0.56 homo_energy_ha=-0.3067 orbital_gap_ev=8.9
H -2.8185 -0.3785 -2.9205
H -4.1011 -2.3753 -2.0099
C -0.4925 0.6277 2.4608
H -3.2889 -0.8229 -5.2263
C -2.1192 -1.0694 -3.3917
O 2.1616 1.4854 -1.2651
H 4.4256 2.0098 2.8235
C 2.5885 0.2189 0.8215
H 3.2651 2.9484 -0.2750
C -2.2096 -1.1662 -0.3572
C 0.2118 2.8069 1.7909
H 0.6670 2.4352 0.8647
C 3.3073 2.3032 -1.1547
H 3.0357 1.0182 3.3404
C -3.3453 -2.9811 -2.4994
C 1.4081 -1.8827 1.0271
O -3.2461 -0.6433 -0.7241
O 0.1613 1.7776 2.7627
H 1.1957 -2.7652 1.6101
H 4.2217 1.7074 -1.1187
H 4.5385 0.2366 2.7596
C -2.6554 -1.5464 -4.7260
H -2.2340 -2.7755 1.8578
C -1.6410 -0.9016 1.0014
C -1.2061 -1.5265 3.2678
H -1.0379 1.0518 0.4170
H 0.1029 5.5205 1.2154
C 1.0479 3.9491 2.3570
S -3.6686 -3.0104 -4.2908
O -5.0551 -2.8004 -4.5934
H -1.2801 -2.2416 4.0736
H -0.1336 -0.0842 4.4393
H 2.7601 -1.1289 2.4749
H 0.6300 -0.3474 -1.8654
O -3.0442 -4.1822 -4.8464
O 3.4049 1.2037 1.3103
H 0.1543 -3.1977 -1.5354
H 2.0555 3.5793 2.5522
C 1.0945 -0.5400 -0.9111
C -1.7396 -1.8303 2.0249
C 1.1005 5.1243 1.3902
C -0.5706 -0.3222 3.4822
H 1.5165 4.8148 0.4339
H 3.3082 2.9155 -2.0566
H -1.2704 -2.9983 -2.9574
C 3.8684 1.0930 2.6343
H 0.6154 4.2627 3.3084
C 0.7655 -1.6704 -0.1799
H -1.8771 -1.9004 -5.3958
N -1.4851 -1.9950 -1.1564
C 2.3017 -0.9483 1.5169
C -1.9816 -2.3095 -2.4887
H -1.1560 -0.5681 -3.5005
C -1.0601 0.3402 1.2262
H -0.5006 -3.3657 0.0968
C 1.9933 0.4092 -0.4407
H -3.3378 -3.9977 -2.1221
H -0.8048 3.1566 1.5646
C -0.2668 -2.6428 -0.6925
H 1.7203 5.9200 1.7953

***

3.
87
Properties=species:S:1:pos:R:3 method="wB97M-V/def2-TZVPD" e_lumo_ev="-0.33 / -0.33" spin_multiplicity=6 homo_energy_ha="-0.3553 / -0.3553" orbital_gap_ev="9.3 / 9.3" s_squared=8.752
O 3.2093 2.3049 -1.1152
C 4.8903 3.9734 3.6856
H -3.4303 -0.1419 -1.2670
O -3.1720 1.7394 -2.2321
C 3.8116 4.3854 4.7339
H 2.2629 -3.8551 -2.3013
H 3.8473 3.9870 -0.0537
C 1.8986 0.9744 2.7484
C -3.9129 0.8205 -1.4296
O 1.2934 1.2597 -0.5862
O 3.0289 3.3481 4.9835
H -4.1877 1.3082 -0.4953
H -0.3501 4.3496 -1.3861
H -3.0293 -4.7454 -1.1793
O -0.3028 1.0574 -4.1413
O -1.7320 3.2515 -2.5640
O 2.6773 0.3765 -2.0464
O -0.7810 -0.8189 -5.3258
H -4.3714 1.6413 4.1792
O -1.1709 -2.1894 -3.4634
H -0.3877 2.3415 4.5823
H -5.2365 -2.3359 2.2459
O 1.5985 -3.1623 1.7793
H -4.8265 0.6300 -1.9884
H 3.7856 2.4724 0.8585
H 4.2035 -0.5157 -3.1464
H -3.8958 -1.2576 2.6473
H 3.0808 -3.6868 3.1279
O -1.8740 -3.3240 -0.1491
C 3.2955 3.0607 0.0824
O -2.2075 2.4189 3.5342
H -4.7211 -1.1281 1.0481
O -1.4239 1.8216 -0.8339
C -0.2714 -4.0995 -6.0165
C -0.8880 2.9035 3.7961
O 3.6645 5.5148 5.0939
C -4.3864 -1.7953 1.8394
O -3.4694 -2.7618 1.3246
H 0.8388 -3.1348 -1.6954
H -0.2660 3.0464 2.9153
C -2.5052 -4.6228 -0.2325
C -2.0398 2.2071 -1.8027
O -2.1783 -2.8588 -5.5806
H -5.5407 1.0092 3.0555
C -0.8099 -1.0075 -3.0403
O 2.7524 -1.0753 3.7748
C -2.4170 -2.3900 0.6277
H 2.1957 -2.1042 -2.2357
C -0.4846 3.8855 -2.3638
C 1.9279 -3.0120 -1.7000
H -0.9562 3.9055 4.2234
O -1.8558 -1.3280 0.7651
O 0.9929 0.5678 2.0916
O -2.4825 -4.8703 -6.6017
H 2.4288 -4.9744 1.9464
C -1.7919 -4.0234 -6.1384
H 0.3896 3.2533 -2.5288
O 0.8423 -1.6021 0.3170
O 2.2215 2.2507 2.9793
H 2.3260 3.3583 0.4867
Mn -0.3280 0.2240 0.3212
C 1.5476 -2.5211 0.6219
O 4.6030 2.7400 3.3270
H -5.0196 2.7634 3.0575
O 0.1522 -3.0375 -5.3458
H 3.6040 -3.7488 1.4855
O -0.7296 -0.7151 -1.8750
O 5.7032 4.6872 3.1764
O -1.5649 1.1491 1.8203
C -2.4393 1.6347 2.4996
H 3.9249 1.0656 -3.6395
C 2.7481 -3.9508 2.1285
B -1.0287 -2.2497 -4.9450
O -3.6951 1.4856 2.1832
O 3.5126 0.9302 4.4192
H 4.7444 0.8166 -2.1471
C -0.5239 -0.1200 -4.2657
C 2.7195 0.1140 3.7406
C 2.3225 1.3220 -1.2152
C 3.9064 0.4493 -2.7367
O 0.3988 -4.9596 -6.5035
H -3.2627 -4.7482 0.5364
B 3.3096 2.3184 3.9620
C -4.7246 1.7187 3.1496
H -1.7220 -5.3690 -0.1450
O 2.1814 -3.2515 -0.3044
H -0.4470 4.6489 -3.1383

***

Looking at F_max for the records above, in order, we have 0.773; 0.813; 2.957 eV/A.
Looking at energy relative to the best compared isomer or geometry (same formula, charge and spin) for the records above, in order, we have 0.00; 2.98; 65.51 kJ/mol.